*1*
13
Properties=species:S:1:pos:R:3 method="wB97M-V/def2-TZVPD" e_lumo_ha=0.0310 total_charge=0 gap_ev=9.7845
C -1.487 0.970 0.670
N -0.429 0.016 0.580
N -0.299 -0.793 1.542
O 0.519 -1.713 1.468
C 0.339 -0.073 -0.877
C 1.654 -0.578 -0.944
O 1.423 0.741 -1.013
H -2.432 0.479 0.593
H -1.513 1.427 1.743
H -1.317 1.710 -0.195
H -0.404 -0.187 -1.648
H 2.033 -0.966 -0.044
H 1.913 -1.033 -1.875

***

*2*
13
Properties=species:S:1:pos:R:3 method="wB97M-V/def2-TZVPD" e_lumo_ha="0.0271 / 0.0269" total_charge=0 gap_ev="6.7107 / 6.5108"
C -0.914 -0.304 -0.422
C 1.177 0.046 2.173
C 0.506 1.515 -0.875
N -1.214 -1.647 -0.314
N 0.208 0.215 -0.891
O 0.755 0.720 3.003
O 1.647 -0.558 1.312
H -1.326 0.218 0.387
H 1.286 2.021 -1.493
H 0.052 2.216 -0.219
H -0.791 -2.236 -1.109
H -2.154 -1.861 -0.126
H 0.768 -0.345 -1.425

***

Stability summary: most stable *2*, least stable *1*.